{
  "formula": "C4H6N3O",
  "method": "ωB97M-V with the def2-TZVPD basis set",
  "symbols": ["C", "C", "C", "C", "N", "N", "N", "O", "H", "H", "H", "H", "H", "H"],
  "xyz": [[1.1490, 0.5586, -1.3746], [1.1770, -0.7353, -1.0013], [0.2932, 1.4950, -0.7156], [0.2409, -1.0512, 0.0117], [0.1375, 2.5753, -0.2456], [-0.6305, -0.1498, 0.3637], [-1.6528, -0.3896, 1.1689], [0.3272, -2.3204, 0.4918], [1.8015, 0.8517, -2.1932], [1.8826, -1.5329, -1.4539], [-0.5737, 3.1622, 0.2708], [-0.2145, -2.3507, 1.3098], [-1.4990, -0.3723, 2.1539], [-2.4383, 0.2593, 1.2136]],
  "lowdin_charge": [-0.013, 0.059, -0.040, -0.355, 0.291, -0.009, 0.069, 0.134, 0.141, 0.191, 0.172, 0.135, 0.106, 0.119],
  "homo_ev": [-13.50, -13.49],
  "smiles": "[NH+]#C/C=C\\C(O)=N\\N",
  "homo_lumo_gap_ev": [7.9, 7.9],
  "total_charge": 1
}

{
  "formula": "C5H14NS2",
  "method": "ωB97M-V with the def2-TZVPD basis set",
  "symbols": ["C", "S", "S", "C", "H", "H", "H", "H", "H", "H", "C", "C", "C", "N", "H", "H", "H", "H", "H", "H", "H", "H"],
  "xyz": [[1.4255, 1.4572, -1.4514], [2.4504, -0.0078, -1.8418], [2.3487, -1.0160, 0.0371], [3.3461, -2.5020, -0.2037], [0.4643, 1.1761, -1.0615], [1.8838, 2.1327, -0.7233], [1.2553, 1.9527, -2.4110], [4.3772, -2.2939, -0.4287], [3.3030, -3.0373, 0.7647], [2.9276, -3.1402, -0.9554], [-3.3359, 1.8619, 0.7295], [-2.5038, 0.6430, 0.3985], [-1.4319, 0.2192, 1.0935], [-0.6584, -0.9375, 0.6594], [-2.8619, 2.3706, 1.6320], [-3.4154, 2.4698, -0.2319], [-4.3841, 1.6445, 1.0580], [-2.7667, 0.0885, -0.5071], [-1.0840, 0.7220, 1.9909], [-1.0660, -1.2861, -0.2295], [0.3400, -0.7654, 0.3788], [-0.6138, -1.7521, 1.3030]],
  "lowdin_charge": [-0.456, 0.498, 0.489, -0.423, -0.012, 0.048, 0.045, 0.041, 0.053, 0.031, -0.078, -0.126, -0.116, 0.129, 0.101, 0.108, 0.096, 0.117, 0.131, 0.171, -0.026, 0.180],
  "homo_ev": -11.70,
  "homo_lumo_gap_ev": 8.6,
  "total_charge": 1
}

{
  "formula": "C31H25N6O3PdS2Se",
  "method": "ωB97M-V with the def2-TZVPD basis set",
  "symbols": ["Pd", "O", "S", "O", "N", "C", "C", "C", "C", "C", "C", "C", "C", "N", "C", "C", "C", "C", "C", "C", "C", "H", "H", "H", "H", "H", "H", "H", "H", "H", "H", "H", "Se", "N", "C", "C", "C", "C", "C", "N", "C", "C", "N", "C", "C", "C", "C", "C", "N", "H", "H", "H", "H", "H", "H", "O", "S", "C", "C", "C", "C", "H", "H", "H", "H", "H", "H", "H", "H"],
  "xyz": [[0.5320, -0.1052, -0.2137], [-2.2255, -0.8185, -0.4791], [-2.3897, 0.6200, -0.5499], [-2.8101, 1.1647, -1.8128], [-0.9803, 1.1865, 0.0006], [-0.6747, 2.5659, -0.1240], [-1.6016, 3.5663, -0.2629], [-1.2036, 4.9239, -0.2485], [0.1005, 5.2843, -0.0867], [1.0862, 4.2748, 0.0384], [2.4646, 4.5426, 0.2002], [3.3559, 3.5124, 0.2835], [2.8692, 2.1934, 0.1916], [1.5995, 1.9115, 0.0505], [0.6953, 2.9268, -0.0095], [-3.6336, 1.0266, 0.6334], [-4.9552, 0.9616, 0.2064], [-5.9696, 1.2317, 1.1098], [-5.6654, 1.5757, 2.4209], [-4.3433, 1.6562, 2.8320], [-3.3185, 1.3854, 1.9364], [-2.6485, 3.3291, -0.3858], [-1.9641, 5.6847, -0.3607], [0.3971, 6.3244, -0.0627], [2.7999, 5.5708, 0.2589], [4.4144, 3.6877, 0.4114], [3.5572, 1.3542, 0.2262], [-5.1787, 0.7061, -0.8201], [-7.0010, 1.1833, 0.7877], [-6.4619, 1.7948, 3.1193], [-4.1082, 1.9416, 3.8488], [-2.2829, 1.4844, 2.2365], [4.4342, -4.6307, 4.5405], [4.7605, -3.9180, 2.9339], [3.6902, -3.2577, 2.5917], [3.5676, -2.5372, 1.3197], [4.5844, -2.4648, 0.3696], [4.3620, -1.7590, -0.7960], [3.1276, -1.1493, -0.9944], [2.1543, -1.2219, -0.0891], [2.3684, -1.8914, 1.0579], [1.2707, -1.8950, 2.0094], [0.1848, -1.2195, 1.6141], [-0.8757, -1.1895, 2.4068], [-0.8741, -1.8118, 3.6561], [0.2487, -2.4939, 4.0744], [1.3533, -2.5555, 3.2248], [2.5961, -3.2703, 3.5315], [2.7862, -3.9435, 4.6313], [5.5255, -2.9627, 0.5620], [5.1263, -1.6683, -1.5538], [2.8912, -0.5904, -1.8917], [-1.7461, -0.6802, 2.0218], [-1.7551, -1.7502, 4.2788], [0.2906, -2.9870, 5.0364], [0.5321, -0.1702, -2.5431], [-0.0204, -1.6045, -2.6555], [-1.5166, -1.5547, -3.6523], [-1.0663, -1.5890, -5.1064], [0.0256, -2.6558, -5.1719], [0.9414, -2.4176, -3.9645], [-2.0607, -0.6624, -3.3436], [-2.0898, -2.4389, -3.3655], [-0.6651, -0.6133, -5.3871], [-1.8997, -1.8095, -5.7723], [0.5944, -2.6015, -6.0995], [-0.4158, -3.6523, -5.1162], [1.7379, -1.7033, -4.1811], [1.3765, -3.3268, -3.5528]],
  "lowdin_charge": [0.973, -0.349, 0.574, -0.280, -0.247, -0.235, -0.009, -0.049, -0.031, -0.147, 0.007, -0.038, -0.117, 0.056, -0.157, -0.293, -0.046, -0.057, -0.066, -0.065, -0.083, 0.107, 0.114, 0.117, 0.125, 0.109, 0.102, 0.120, 0.112, 0.110, 0.109, 0.106, 1.169, -0.212, -0.336, -0.069, 0.036, -0.009, -0.100, -0.035, -0.120, -0.138, 0.055, -0.066, 0.001, 0.032, -0.073, -0.333, -0.209, 0.129, 0.120, 0.113, 0.086, 0.120, 0.128, -0.577, 0.931, -0.310, -0.220, -0.220, -0.308, 0.077, 0.109, 0.122, 0.120, 0.117, 0.115, 0.093, 0.087],
  "homo_ev": -10.32,
  "homo_lumo_gap_ev": 6.8,
  "total_charge": 1
}

{
  "formula": "C30H63AlBr18O6P3",
  "method": "ωB97M-V with the def2-TZVPD basis set",
  "symbols": ["C", "C", "O", "P", "O", "C", "C", "C", "Al", "C", "Br", "C", "C", "Br", "P", "C", "C", "C", "C", "P", "O", "O", "O", "O", "C", "C", "H", "H", "H", "H", "H", "H", "H", "H", "H", "H", "H", "H", "H", "H", "H", "H", "H", "H", "H", "H", "H", "H", "H", "H", "H", "H", "H", "H", "H", "H", "H", "Br", "C", "C", "Br", "H", "H", "H", "H", "Br", "C", "C", "Br", "H", "H", "H", "H", "Br", "C", "C", "Br", "H", "H", "H", "H", "Br", "C", "C", "Br", "H", "H", "H", "H", "Br", "C", "C", "Br", "H", "H", "H", "H", "Br", "C", "C", "Br", "H", "H", "H", "H", "Br", "C", "C", "Br", "H", "H", "H", "H", "Br", "C", "C", "Br", "H", "H", "H", "H"],
  "xyz": [[-3.5843, 4.9588, 0.2719], [-2.7403, 4.0936, 1.1896], [-2.8622, 2.7038, 0.8676], [-3.9512, 1.8644, 1.6428], [-5.3132, 2.3688, 1.4115], [-3.8197, 0.1650, 1.0871], [-4.3868, 0.0455, -0.3360], [-3.5533, -0.8540, -1.2698], [-1.8622, -0.0932, -2.0433], [-0.9678, -1.6028, -3.1031], [-0.6527, -3.1840, -2.0236], [-0.6059, -1.6630, -4.3784], [-0.7762, -0.5274, -5.3433], [0.1946, -3.2370, -5.1740], [-0.4803, 0.4891, -0.2145], [0.9259, 1.5551, -0.7806], [1.8976, 1.8379, 0.3707], [0.2137, -1.0046, 0.6505], [0.3687, -0.7472, 2.1785], [-2.2523, 1.9293, -3.2077], [-3.0408, 2.7948, -2.3037], [-0.8829, 2.7232, -3.5952], [-3.0339, 1.8292, -4.6338], [-3.6571, 1.9266, 3.2201], [-2.2935, 1.9621, 3.6734], [-2.1562, 3.0399, 4.7538], [-4.5640, 4.5266, 0.1175], [-3.6838, 5.9414, 0.7342], [-3.0722, 5.0899, -0.6748], [-2.9599, 4.3037, 2.2348], [-1.6925, 4.3401, 1.0286], [-2.8202, -0.2562, 1.1691], [-4.4562, -0.3594, 1.7997], [-4.5614, 1.0276, -0.7647], [-5.3713, -0.4124, -0.2464], [-3.2149, -1.7301, -0.7100], [-4.2134, -1.2117, -2.0585], [-0.2196, -0.7481, -6.2507], [-0.3797, 0.4021, -4.9556], [-1.8170, -0.4358, -5.6386], [0.4616, 2.5037, -1.0504], [1.4595, 1.1527, -1.6414], [2.4281, 0.9276, 0.6403], [2.5965, 2.6382, 0.1404], [1.3165, 2.1266, 1.2453], [1.1971, -1.2801, 0.2764], [-0.4656, -1.8380, 0.5284], [1.3994, -0.8542, 2.5098], [-0.0203, 0.2274, 2.4563], [-0.2108, -1.4806, 2.7403], [-0.1282, 2.1378, -3.4508], [-3.9101, 1.4610, -4.4861], [-2.0468, 1.0086, 4.1229], [-1.5847, 2.1584, 2.8737], [-3.0649, 3.6369, 4.7650], [-2.0667, 2.6022, 5.7431], [-1.3327, 3.7197, 4.5573], [5.2790, 2.8545, -1.5084], [4.4574, 3.8739, -2.9499], [3.0262, 3.4743, -3.1800], [2.8839, 1.7783, -4.1149], [5.0786, 3.7305, -3.8267], [4.5155, 4.9135, -2.6350], [2.5362, 4.2016, -3.8239], [2.4616, 3.3656, -2.2585], [-2.4467, -6.0025, 0.7916], [-1.8719, -5.4205, 2.5555], [-2.9670, -4.7290, 3.3197], [-3.2873, -2.9265, 2.6737], [-1.0062, -4.7844, 2.3972], [-1.5673, -6.3257, 3.0776], [-2.6791, -4.6160, 4.3632], [-3.9150, -5.2533, 3.2598], [9.1170, 5.0163, -1.0129], [9.1095, 3.2335, -0.2414], [10.1760, 2.3588, -0.8422], [9.6990, 1.7551, -2.6273], [8.1098, 2.8380, -0.3906], [9.2905, 3.3755, 0.8216], [10.2985, 1.4540, -0.2513], [11.1292, 2.8691, -0.9291], [7.0124, 6.9418, -3.5700], [6.1812, 7.9587, -5.0033], [4.7550, 7.5368, -5.2302], [4.6457, 5.8372, -6.1685], [6.7988, 7.8230, -5.8845], [6.2225, 8.9982, -4.6862], [4.2418, 8.2531, -5.8674], [4.2055, 7.4198, -4.3022], [-4.0877, -2.7021, -4.6950], [-3.5768, -4.5705, -4.7957], [-3.5176, -5.0658, -6.2132], [-5.2920, -5.3781, -6.9601], [-4.2835, -5.1223, -4.1849], [-2.5874, -4.6176, -4.3422], [-3.0135, -6.0281, -6.2575], [-3.0204, -4.3638, -6.8734], [1.6828, -4.1423, 4.0471], [3.1583, -3.2044, 4.8938], [2.8974, -2.9336, 6.3518], [1.6346, -1.4790, 6.6126], [3.3160, -2.2958, 4.3220], [4.0198, -3.8588, 4.7815], [3.8122, -2.6166, 6.8475], [2.4868, -3.7975, 6.8633], [-2.9644, -0.5219, 6.0287], [-4.8741, -0.6759, 5.7108], [-5.5670, -1.4284, 6.8127], [-5.2400, -3.3463, 6.7062], [-4.9870, -1.1523, 4.7419], [-5.2427, 0.3459, 5.6553], [-6.6450, -1.3139, 6.7286], [-5.2422, -1.1137, 7.7985], [1.3600, -5.9071, 0.8295], [0.9176, -7.7607, 1.1965], [2.0093, -8.6993, 0.7576], [2.0322, -8.9348, -1.1727], [-0.0291, -7.9571, 0.7031], [0.7841, -7.8214, 2.2753], [1.8444, -9.6925, 1.1690], [2.9955, -8.3469, 1.0401]],
  "lowdin_charge": [-0.071, -0.265, -0.232, 0.457, -0.264, -0.261, -0.298, -0.265, 0.133, -0.719, 0.610, -0.862, -0.164, 0.616, 0.890, -0.513, -0.178, -0.478, -0.183, 0.393, -0.350, -0.210, -0.202, -0.215, -0.306, -0.073, 0.071, 0.070, 0.065, 0.102, 0.117, 0.039, 0.056, 0.080, 0.099, 0.035, 0.010, 0.049, 0.046, 0.062, 0.054, 0.018, 0.060, 0.023, 0.054, 0.059, 0.001, 0.046, 0.024, 0.030, -0.008, 0.058, 0.021, 0.095, 0.075, 0.047, 0.069, 0.646, -0.712, -0.675, 0.659, 0.024, 0.038, 0.056, 0.032, 0.623, -0.712, -0.681, 0.692, -0.001, 0.056, 0.054, 0.050, 0.586, -0.699, -0.703, 0.606, 0.001, 0.058, 0.056, 0.046, 0.610, -0.696, -0.690, 0.643, 0.049, 0.056, 0.057, 0.049, 0.687, -0.683, -0.699, 0.578, 0.052, 0.027, 0.057, 0.046, 0.614, -0.689, -0.706, 0.607, 0.049, 0.056, 0.053, 0.046, 0.680, -0.670, -0.690, 0.591, 0.027, 0.068, 0.058, 0.046, 0.611, -0.700, -0.703, 0.607, 0.023, 0.058, 0.054, 0.047],
  "homo_ev": -4.20,
  "homo_lumo_gap_ev": 5.8,
  "total_charge": -1
}

Which largest force on an atom belongs to each record? In order, 3.6; 1.6; 1.3; 1.5 eV/A.